# 1
{"formula": "C22H26CoN6O4PS", "method": "ωB97M-V/def2-TZVPD", "s2": 1.14, "gap_ev": [7.077, 7.391], "multiplicity": 2, "total_charge": 1, "max_force_ha_per_bohr": 0.0233, "total_energy_ha": -3605.4585, "homo_energy_ha": [-0.37993, -0.37655], "lumo_energy_ev": [-3.262, -2.856], "species": ["Co", "C", "C", "C", "C", "C", "C", "C", "S", "O", "O", "N", "C", "C", "C", "C", "C", "C", "C", "C", "N", "C", "H", "H", "H", "H", "H", "H", "H", "H", "H", "H", "H", "H", "H", "C", "N", "C", "N", "C", "N", "C", "P", "C", "C", "H", "H", "H", "H", "H", "H", "H", "H", "H", "H", "H", "H", "H", "O", "N", "O"], "coordinates": [[0.05589, -0.33988, -0.41469], [-2.64094, -3.18876, -5.52556], [-2.46689, -3.00228, -4.04515], [-1.30025, -2.45695, -3.51866], [-1.15192, -2.28273, -2.15010], [-2.16990, -2.65939, -1.29134], [-3.32532, -3.24799, -1.79484], [-3.46845, -3.40922, -3.16037], [-2.19560, -2.43522, 0.47755], [-2.24917, -3.72932, 1.08182], [-3.34084, -1.56039, 0.72522], [-0.82825, -1.60685, 0.80772], [-0.35670, -1.52834, 2.11635], [-0.82267, -2.22656, 3.22003], [-0.21344, -2.09058, 4.47705], [0.85711, -1.26400, 4.67309], [1.34564, -0.50401, 3.59181], [2.42536, 0.39654, 3.70810], [2.83870, 1.11014, 2.61584], [2.15832, 0.94818, 1.40287], [1.13840, 0.12922, 1.26532], [0.72902, -0.62299, 2.32411], [-1.96067, -2.55324, -6.08956], [-3.66368, -2.96616, -5.82781], [-2.43608, -4.22492, -5.80149], [-0.48579, -2.18382, -4.17824], [-0.21080, -1.90591, -1.76189], [-4.09279, -3.57948, -1.10578], [-4.36742, -3.87045, -3.55090], [-1.64991, -2.90830, 3.11125], [-0.59753, -2.66865, 5.30701], [1.33214, -1.17341, 5.64100], [2.91390, 0.50994, 4.66772], [3.66686, 1.80138, 2.67451], [2.45070, 1.51183, 0.52488], [-3.97819, 3.18258, -1.60394], [-4.37086, 1.82049, -1.04334], [-4.58836, 1.96472, 0.47493], [-3.44758, 2.53985, 1.09499], [-3.10555, 3.82370, 0.49919], [-2.83807, 3.69308, -0.93138], [-1.60685, 2.95692, -1.20842], [-1.67349, 1.20790, -0.55718], [-3.32761, 0.79571, -1.33315], [-2.30931, 1.62467, 1.14146], [-4.83085, 3.84642, -1.45565], [-3.78484, 3.06448, -2.67001], [-5.24869, 1.51793, -1.46732], [-4.77439, 0.96503, 0.86626], [-5.46348, 2.60215, 0.60649], [-2.22176, 4.22276, 0.99339], [-3.93076, 4.52309, 0.64591], [-0.76949, 3.47615, -0.74037], [-1.41820, 2.94133, -2.28352], [-3.65360, -0.15038, -0.91412], [-3.21318, 0.69151, -2.41410], [-1.50364, 2.07248, 1.72665], [-2.60879, 0.69357, 1.61730], [1.72154, -1.07428, -1.48373], [2.04613, 0.00629, -2.00130], [1.23862, 0.92728, -1.71259]], "forces_ev_per_angstrom": [[0.50, 0.99, -0.14], [0.04, -0.07, 0.03], [0.03, 0.02, 0.02], [-0.07, 0.01, -0.08], [-0.04, 0.05, 0.32], [0.03, 0.16, 0.18], [-0.06, 0.01, 0.02], [0.04, 0.00, 0.04], [0.14, 0.80, -0.28], [0.11, -0.13, 0.21], [0.08, -0.02, -0.02], [-0.07, -0.16, -0.80], [0.05, -0.11, 0.64], [-0.02, 0.12, -0.44], [0.21, 0.11, 0.16], [-0.07, -0.06, 0.08], [-0.10, 0.00, -0.17], [0.01, 0.03, -0.16], [0.02, 0.00, 0.22], [-0.07, 0.09, -0.19], [-0.25, -0.15, -0.36], [-0.06, -0.11, 0.29], [-0.01, 0.00, -0.01], [0.00, 0.00, -0.03], [0.00, 0.01, -0.02], [-0.01, 0.05, -0.01], [0.03, -0.25, -0.21], [-0.05, 0.02, -0.08], [-0.01, 0.01, 0.00], [-0.02, -0.05, 0.01], [-0.04, -0.02, -0.03], [-0.01, -0.01, 0.00], [0.03, 0.00, -0.01], [0.00, 0.00, -0.02], [-0.01, -0.04, -0.03], [0.04, 0.21, -0.10], [-0.06, 0.06, 0.04], [0.08, 0.03, 0.22], [-0.09, 0.04, 0.10], [-0.02, -0.03, -0.01], [0.00, 0.09, 0.06], [0.41, -0.27, -0.06], [-0.96, 0.35, 0.27], [0.57, -0.30, 0.02], [0.09, -0.14, -0.23], [-0.03, -0.06, 0.01], [-0.04, -0.09, 0.01], [-0.02, 0.02, 0.00], [-0.05, -0.02, -0.06], [0.01, -0.01, -0.09], [-0.01, 0.01, 0.00], [-0.01, -0.03, -0.03], [0.02, 0.01, -0.05], [0.04, 0.00, 0.02], [-0.09, -0.22, 0.05], [-0.04, 0.06, 0.02], [0.00, -0.04, -0.01], [0.04, -0.13, 0.10], [0.39, -0.28, -0.05], [0.20, -0.19, -0.17], [-0.81, -0.37, 0.80]]}

---

# 2
{"formula": "C44H45N7OPPbS", "method": "ωB97M-V/def2-TZVPD", "relative_energy_kj_mol": 458.7, "gap_ev": [2.559, 3.173], "total_charge": 3, "max_force_ha_per_bohr": 0.0782, "total_energy_ha": -3093.5044, "homo_energy_ha": [-0.51928, -0.51936], "lumo_energy_ev": [-11.571, -10.960], "species": ["Pb", "O", "C", "N", "C", "C", "C", "C", "C", "C", "N", "C", "C", "C", "C", "C", "N", "H", "H", "H", "H", "H", "H", "H", "H", "H", "H", "N", "C", "C", "C", "C", "N", "H", "H", "H", "H", "H", "H", "H", "H", "H", "H", "H", "H", "S", "C", "C", "C", "N", "C", "C", "C", "C", "C", "N", "C", "C", "H", "H", "H", "H", "H", "H", "H", "H", "C", "C", "C", "C", "C", "C", "P", "C", "C", "C", "C", "C", "C", "C", "C", "C", "C", "C", "C", "H", "H", "H", "H", "H", "H", "H", "H", "H", "H", "H", "H", "H", "H", "H"], "coordinates": [[-2.59011, -0.17794, 1.13304], [-5.16476, -3.47604, 2.52757], [-4.52619, -2.40914, 2.36911], [-3.25598, -2.43168, 1.86576], [-2.53578, -3.72204, 1.81073], [-2.57687, -4.24651, 0.41225], [-3.84594, -4.62933, -0.13910], [-3.85860, -4.85622, -1.49724], [-2.73798, -4.61365, -2.30092], [-1.48798, -4.35632, -1.59491], [-1.40872, -4.36247, -0.26369], [-5.21581, -1.11393, 2.75419], [-6.60763, -1.17838, 3.11151], [-7.33168, -0.01467, 3.23130], [-6.65753, 1.23263, 3.16342], [-5.32245, 1.23915, 2.80756], [-4.61183, 0.11725, 2.56641], [-1.51129, -3.54321, 2.20015], [-3.17337, -4.45767, 2.39821], [-4.69343, -4.77436, 0.55127], [-4.69915, -5.23036, -2.01144], [-2.79182, -4.61294, -3.38117], [-0.60330, -4.05290, -2.12932], [-7.15577, -2.10679, 3.09587], [-8.37905, 0.01007, 3.55822], [-7.10029, 2.20715, 3.37319], [-4.79862, 2.21039, 2.83652], [-0.83773, 1.83033, -0.29254], [-1.22698, 3.24471, -0.18999], [-2.59587, 3.60036, -0.84549], [-3.77899, 2.65917, -0.40733], [-3.97380, 1.45818, -1.32127], [-4.32007, 0.21980, -0.59260], [-0.03932, 1.66072, 0.38878], [-0.50487, 1.60599, -1.21941], [-0.44491, 3.95035, -0.51039], [-1.38080, 3.52116, 0.87746], [-2.46435, 3.45830, -1.90594], [-2.78740, 4.66479, -0.64207], [-4.75753, 3.20985, -0.37797], [-3.62314, 2.34977, 0.65089], [-3.06315, 1.24945, -1.84019], [-4.66744, 1.74496, -2.15617], [-4.59242, -0.56269, -1.16023], [-5.07437, 0.43695, 0.03882], [3.80913, -0.58948, 4.70248], [2.23202, -0.33814, 3.96361], [1.25366, 0.59737, 4.34754], [0.08975, 0.66960, 3.57839], [-0.20790, -0.22150, 2.56843], [0.67866, -1.18790, 2.32191], [1.91358, -1.27929, 2.96113], [4.14867, 0.94248, 5.41870], [4.89790, 0.98543, 6.60665], [4.94329, 2.17802, 7.22886], [4.52100, 3.31325, 6.71509], [3.95331, 3.34644, 5.50092], [3.76370, 2.20614, 4.75746], [1.41692, 1.17699, 5.25382], [-0.72609, 1.41300, 3.68105], [0.42474, -1.91154, 1.57980], [2.65463, -1.92806, 2.55970], [5.34632, 0.05930, 6.96868], [5.42696, 2.23609, 8.21915], [3.46506, 4.27763, 5.22205], [3.25282, 2.21341, 3.80047], [0.08987, -0.19602, -6.36514], [0.54476, -1.25384, -5.66779], [1.25184, -1.04463, -4.48920], [1.41329, 0.23599, -3.90033], [0.91809, 1.33989, -4.68554], [0.25251, 1.11961, -5.91458], [2.38691, 0.73396, -2.37101], [3.18587, -0.84650, -2.12472], [2.38579, -1.81971, -1.54289], [3.01423, -3.04100, -1.16974], [4.40460, -3.20974, -1.30762], [5.09342, -2.38521, -2.18138], [4.44959, -1.23760, -2.63008], [3.80035, 1.72127, -2.95357], [4.56164, 2.47154, -1.97869], [5.67574, 3.18753, -2.39464], [5.96876, 3.42726, -3.77276], [5.18565, 2.77052, -4.69165], [4.13421, 1.88585, -4.28410], [-0.38103, -0.31417, -7.34751], [0.47949, -2.27802, -6.05919], [1.73408, -1.82533, -3.95147], [1.10733, 2.37699, -4.37545], [-0.14982, 1.96370, -6.46057], [1.27960, -1.76557, -1.54463], [2.43021, -3.72237, -0.56301], [4.83774, -4.18680, -0.98191], [6.13848, -2.65578, -2.41017], [4.97794, -0.67625, -3.44547], [4.28147, 2.35287, -0.91065], [6.22800, 3.68898, -1.66694], [6.87881, 3.96465, -4.00579], [5.39460, 2.86481, -5.80225], [3.56293, 1.24171, -4.94834]], "forces_ev_per_angstrom": [[-0.53, -1.43, 0.71], [0.30, 1.93, 0.20], [0.37, -3.13, -0.22], [-0.25, 2.61, 0.35], [-1.41, -0.35, 0.73], [-0.17, -1.34, -0.90], [1.63, 0.36, 0.85], [0.82, 0.02, -0.65], [2.17, 0.68, 2.07], [-2.76, -0.63, -1.18], [-0.90, 2.10, 0.21], [-1.29, 1.64, -0.68], [1.15, 0.15, -1.15], [0.24, 1.78, 1.16], [0.12, -0.62, -0.22], [0.13, 0.21, 0.57], [-0.52, -1.74, 0.28], [-0.63, -0.56, -0.29], [1.17, 0.91, -0.04], [0.40, 0.28, -0.65], [-1.21, -0.23, -0.23], [0.07, -0.15, 0.08], [0.40, -0.57, -0.24], [0.48, -0.37, 0.30], [0.39, -0.35, -0.48], [-0.26, -0.50, -0.06], [-0.04, -0.69, -0.40], [1.09, 0.11, 1.41], [-0.94, 0.99, 0.94], [0.25, -0.96, 0.36], [-0.37, 1.05, 0.71], [-0.22, 0.08, -1.18], [-0.16, 0.88, 0.41], [-1.23, 0.19, -1.34], [0.14, 0.03, -0.20], [-0.23, -0.23, -0.30], [0.29, -0.59, -0.32], [-0.16, 0.31, -0.65], [-0.09, -0.46, -0.11], [0.98, -0.21, 0.00], [0.04, 0.07, -0.49], [0.84, -0.16, -0.28], [0.14, -0.50, 0.90], [-0.17, -0.20, -0.46], [-0.63, -0.20, 0.08], [-0.44, 0.72, 0.38], [-0.49, -0.95, -0.73], [-0.07, -0.08, 0.02], [-0.79, -0.81, -1.09], [1.44, 0.62, 1.68], [0.23, 0.57, 0.61], [-0.20, 1.38, 0.09], [0.05, 1.44, -1.72], [-0.60, -2.16, -1.47], [1.59, 1.06, 2.00], [-0.58, 0.81, -0.31], [-0.58, -0.18, 0.46], [-0.08, -1.76, 1.21], [-0.27, 0.19, -0.38], [0.91, -0.34, 0.53], [-0.22, -0.42, -0.53], [0.40, -0.75, 0.03], [-0.21, 0.37, 0.35], [-0.32, 0.10, -0.53], [0.63, 0.08, -0.24], [0.18, -0.03, 0.14], [-1.13, 2.15, -1.78], [1.46, -1.85, 1.16], [-0.05, 0.68, 1.26], [-0.36, 2.02, -1.19], [-0.49, -0.21, -0.35], [0.79, -0.10, 1.66], [1.07, -1.67, -3.50], [-0.14, -0.42, -0.19], [0.45, -2.11, 0.45], [-0.18, 1.37, 0.88], [-1.17, -1.83, -0.36], [0.17, 0.15, 0.37], [1.45, 0.93, -0.52], [0.25, 1.83, 1.61], [-0.28, -1.05, -0.36], [-1.47, -0.06, -1.07], [-0.32, -1.27, 1.73], [-0.76, -1.14, -1.88], [0.38, 0.51, -0.70], [0.04, -0.20, 0.47], [-0.03, 0.55, 0.17], [0.03, -0.94, 0.00], [-0.26, -0.45, 0.04], [0.19, -0.10, -0.11], [0.73, 0.34, 0.64], [0.01, -0.38, -0.39], [-0.22, 1.16, -0.02], [-0.76, 0.43, -0.35], [-0.62, -0.01, 1.25], [0.45, 0.34, -0.77], [1.01, 0.65, 1.07], [-0.31, 0.25, -0.30], [-0.27, -0.16, 1.55], [0.37, 0.55, -0.58]]}

---

# 3
{"formula": "C3H11N5", "method": "ωB97M-V/def2-TZVPD", "relative_energy_kj_mol": 298.4, "gap_ev": [7.381, 8.604], "total_charge": 2, "max_force_ha_per_bohr": 0.0657, "total_energy_ha": -393.8776, "homo_energy_ha": [-0.65614, -0.68928], "lumo_energy_ev": [-10.473, -10.152], "species": ["C", "C", "C", "N", "N", "N", "N", "N", "H", "H", "H", "H", "H", "H", "H", "H", "H", "H", "H"], "coordinates": [[-0.00784, 0.87453, -0.12646], [1.16656, -1.36568, -0.07579], [-0.39011, -1.39097, -0.02010], [0.04689, 2.21045, -0.03496], [1.48827, -0.05150, 0.33794], [-0.80793, -0.04355, -0.22056], [2.63934, 0.43182, 0.02022], [-2.82377, 0.02588, 0.27283], [1.65460, -2.10406, 0.60532], [1.52606, -1.77194, -1.10015], [-0.63926, -2.06012, -0.80829], [-0.73951, -1.79312, 0.90744], [-0.75192, 2.82027, -0.06676], [3.28653, 0.00530, -0.68986], [0.82029, 2.61046, -0.48772], [2.81431, 1.51081, 0.27172], [-3.45080, -0.76979, 0.05023], [-3.21573, 0.89087, -0.15594], [-2.61599, -0.02966, 1.32090]], "forces_ev_per_angstrom": [[1.11, 1.35, 1.06], [0.10, -2.49, -0.47], [1.73, -0.98, 0.06], [-0.13, -1.90, 0.13], [0.13, 1.82, -1.22], [-0.89, -0.58, -0.92], [1.02, 3.22, -0.07], [-0.94, -0.29, 1.58], [-0.53, 0.65, -0.05], [-0.41, 1.49, 1.18], [-1.07, -0.23, -0.68], [-0.30, -0.09, 0.65], [-0.61, -0.20, 0.12], [-0.78, 0.20, 0.87], [1.30, 0.81, -0.53], [-0.27, -3.31, -0.45], [0.71, 0.31, -0.28], [0.53, -0.63, 0.90], [-0.69, 0.84, -1.89]]}